Here is a gas-phase ion, C5H12N2O (charge -1) at a distorted geometry from the OMol25 dataset. Energies are from ωB97M-V with the def2-TZVPD basis set.

Structure (ORCA input):
```
! RIJCOSX wB97M-V def2-TZVPD def2/J DEFGRID3
* xyz -1 2
H 0.321 -2.714 1.924
C 0.384 0.973 -0.384
C 1.069 -1.406 -0.799
C 0.221 -0.686 1.376
N -0.948 2.790 -1.414
H 2.138 -1.488 -0.498
H 0.898 -1.335 -1.874
O 0.781 0.089 2.228
H -0.444 3.560 -1.003
H -1.495 1.810 0.382
H 0.950 1.046 -1.318
N 0.323 -0.431 -0.039
C -1.012 1.591 -0.568
H -1.193 -2.227 0.980
H -0.987 -1.946 2.722
H -1.606 0.776 -0.985
H 0.968 1.482 0.395
H -0.598 2.486 -2.308
C -0.473 -1.960 1.748
H 0.700 -2.410 -0.562
*
```

Output
* energy relative to the best compared isomer or geometry (same formula, charge and spin): 26.0 kcal per mole
* frontier orbital gap (alpha / beta): 3.25 / 7.60 eV
* maximum force: 1.58 eV Å⁻¹
* <S²>: 0.754


Here is a molecular structure, C31H40N5OOsS3 from the OMol25 dataset. Energies are from ωB97M-V with the def2-TZVPD basis set.

Structure (ORCA input):
```
! RIJCOSX wB97M-V def2-TZVPD def2/J DEFGRID3
* xyz 1 1
H 1.303 6.426 3.071
H -0.366 3.441 4.275
H -3.988 -3.554 -2.029
H 0.971 5.507 4.546
C 0.748 -3.630 2.403
C 0.946 -0.215 -2.187
H 1.692 -3.792 1.896
H -1.209 2.325 -2.192
C -0.701 -3.966 4.289
H -2.605 -2.975 4.210
N -0.256 2.434 1.077
C 1.416 5.456 3.556
H 1.253 -4.830 4.106
O -0.659 -0.812 0.233
H -0.906 0.852 3.764
C 0.389 0.455 -3.447
C 3.589 0.718 0.260
H 4.453 0.451 2.012
C -1.102 0.583 -3.183
H 6.002 -0.536 -0.136
C -0.889 -3.240 -0.758
H 1.710 -0.390 -4.938
S 1.022 3.231 -1.030
C -5.222 1.174 -0.262
N -1.324 1.350 -1.934
H -2.624 -1.989 -0.665
H 0.266 -1.352 -4.630
H -1.648 1.044 -4.012
H -2.359 1.635 3.148
N 4.676 0.605 1.043
C -1.066 -5.272 -1.997
N 1.105 4.309 1.431
H 5.527 0.821 -2.044
H 6.561 -0.121 1.481
S 2.041 0.513 0.984
C 0.772 4.379 2.750
H -2.179 -1.958 1.984
H 1.784 4.949 1.043
C -3.087 2.250 -0.528
C -0.543 2.415 2.366
H -2.984 -5.647 -2.876
H 4.357 1.962 -2.705
Os 0.332 0.950 -0.538
C -2.392 -4.967 -2.279
C -1.436 -2.586 2.461
C -0.301 -4.401 -1.236
S 0.110 -2.133 0.223
H -2.411 3.062 -0.294
C -1.364 1.279 2.870
C -0.083 3.438 3.233
C -4.820 0.204 -1.162
C -3.555 0.244 -1.742
H 0.740 -4.618 -1.027
H -5.499 -0.592 -1.441
H 6.573 1.109 0.222
H 5.228 2.375 -1.232
H 1.975 -0.566 -2.343
C -0.228 -2.836 1.825
H 0.803 1.466 -3.562
C 0.641 -0.329 -4.731
H -4.651 3.001 0.713
H -6.209 1.142 0.179
C 0.571 3.391 0.589
H -3.297 -0.523 -2.457
H 2.731 0.978 -1.454
C 6.024 0.255 0.614
C -2.957 -3.793 -1.803
H 0.156 0.126 -5.597
C -1.667 -3.155 3.701
C 0.502 -4.205 3.643
C -2.204 -2.916 -1.034
H -1.451 0.518 2.098
C -2.663 1.253 -1.406
H 0.368 -1.157 -2.122
C -4.346 2.211 0.039
H -1.485 -0.430 -3.051
H -0.624 -6.183 -2.379
C 4.767 1.555 -1.783
H 2.483 5.254 3.667
H -0.889 -4.409 5.258
N 3.662 0.981 -1.034
*
```

Output
* energy relative to the best compared isomer or geometry (same formula, charge and spin): 0.0 kcal per mole
* frontier orbital gap (alpha / beta): 6.13 / 6.14 eV
* maximum force: 0.95 eV Å⁻¹


Here is a molecular structure, C19H24AsBrCoN2O6 at a distorted geometry from the OMol25 dataset. Energies are from ωB97M-V with the def2-TZVPD basis set.

Structure (ORCA input):
```
! RIJCOSX wB97M-V def2-TZVPD def2/J DEFGRID3
* xyz 0 4
H 2.902 0.482 -1.952
N 4.335 -1.007 0.380
H -0.092 -3.169 0.759
C -0.308 2.313 -1.941
C 2.975 -0.615 2.038
H -1.105 -3.008 -0.714
H 5.157 -1.322 -0.094
O 1.089 0.275 3.153
C -3.499 1.026 -0.882
C -0.430 2.544 -4.347
H -3.156 -2.839 0.754
H -2.176 -0.478 -1.617
H -1.309 -4.475 0.387
H -3.659 -1.106 -0.814
H -4.060 -0.276 2.101
H -4.286 1.235 -0.189
O -0.884 3.923 -0.319
H -2.059 1.827 3.152
C 2.911 -0.595 -1.648
Co 0.470 0.476 1.268
C 2.249 -0.304 3.302
H -0.313 0.775 -5.536
H 3.820 -1.037 -2.113
H -2.768 -0.528 3.181
Br -0.059 -1.523 -3.550
H -2.177 -2.846 2.186
H 4.386 -1.278 4.213
H -0.470 3.141 -5.238
O 6.511 -1.582 1.997
C -2.144 -2.576 1.132
H -0.410 4.181 -2.971
C -2.934 1.573 2.549
C 4.269 -1.006 1.767
N 2.302 -0.425 0.824
H -2.814 2.123 1.602
As -1.881 -0.623 0.951
C -2.883 -0.361 -0.809
O 0.062 2.026 0.363
H -2.725 1.834 -0.806
O 5.281 -1.500 3.863
C -1.108 -3.381 0.362
C -0.369 1.176 -4.528
C -0.167 0.937 -2.158
H -3.863 1.998 2.982
O 2.766 -0.629 4.365
C 5.466 -1.364 2.566
H -0.050 0.274 -1.286
C -0.167 0.360 -3.405
C -3.044 0.048 2.301
C -0.382 3.098 -3.059
H -3.944 1.143 -1.914
C -0.376 2.830 -0.542
H 1.955 -1.087 -1.903
C 3.164 -0.680 -0.165
*
```

Output
* energy relative to the best compared isomer or geometry (same formula, charge and spin): 0.0 kcal per mole
* frontier orbital gap (alpha / beta): 9.56 / 9.56 eV
* maximum force: 2.34 eV Å⁻¹
* <S²>: 3.758


Here is 6 unconnected molecules or ions with the total composition C48H75BFN7O7P from the OMol25 dataset. Energies are from ωB97M-V with the def2-TZVPD basis set.

Structure (ORCA input):
```
! RIJCOSX wB97M-V def2-TZVPD def2/J DEFGRID3
* xyz 1 1
H -3.616 -9.165 2.005
F -1.646 1.633 1.084
C -10.307 1.617 4.569
H 5.248 1.392 -1.541
N -6.864 -3.485 2.615
C -1.941 -8.082 2.806
N -9.126 0.161 2.509
H 2.238 -5.992 -3.385
H -8.759 1.961 1.592
H -4.385 -7.214 0.641
C 1.125 -0.784 -1.912
C -1.556 10.483 -2.041
C -0.288 -1.257 -2.320
H -3.078 -5.104 0.753
C -4.723 -3.315 3.679
C -10.250 0.233 4.622
H -0.446 -3.827 0.868
O 0.935 -4.559 -0.501
N -1.681 8.459 -0.766
C -9.651 -0.445 3.572
C 1.155 -5.543 0.519
H 0.271 -2.693 2.961
H -1.670 -2.024 0.970
H -3.850 -1.367 3.785
H -1.561 -0.596 1.965
C 8.809 -0.512 -2.566
C 0.366 1.652 -1.970
H 1.679 -2.634 0.907
H -1.570 -8.896 3.413
C -5.815 -4.035 3.224
H 2.426 7.371 0.705
H 4.174 2.767 -1.238
C 9.176 0.873 -4.471
H -0.199 -2.188 -2.892
H 2.432 0.400 0.562
H 1.403 1.426 2.372
C -9.764 2.261 3.469
H 7.093 0.062 -1.408
H 3.376 1.265 -5.359
C -0.254 1.467 0.977
C -2.775 -5.974 1.328
H 3.489 -3.446 -0.823
H 5.090 0.339 -3.719
C -1.282 -6.862 2.798
H -9.585 -1.528 3.583
N -1.682 -5.816 2.075
H 1.298 6.090 1.188
C -0.762 -2.329 2.907
H -5.851 -5.113 3.347
O 4.419 -0.354 -3.686
H -0.842 8.546 -2.638
C -2.554 10.505 0.122
C 1.175 2.936 -2.228
C -4.705 -1.950 3.461
H 1.136 -0.750 -4.049
C -1.330 9.127 -1.863
H 2.122 2.033 -0.015
H 3.578 -5.393 0.144
H 0.924 3.274 -3.240
C 1.910 -0.804 -3.277
N 7.325 1.317 -3.017
C 0.913 -2.272 0.213
C 8.058 1.599 -4.094
C 0.882 4.108 -1.287
H 7.735 2.453 -4.679
H 3.900 -5.316 -2.147
H -5.799 -0.293 2.612
H -0.995 0.090 -0.379
H -1.413 -3.207 2.855
C 1.336 5.441 -1.886
H 4.105 -7.064 -2.171
H 4.069 -1.524 -1.832
O 2.809 1.202 -4.586
H -3.046 11.011 0.941
O 3.337 0.879 -1.209
C 3.422 -6.265 -1.867
H -7.695 -1.730 1.926
H -0.611 1.930 -1.565
H 2.320 -1.820 -3.398
H 2.389 5.354 -2.190
C -6.837 -2.163 2.425
H 0.755 5.610 -2.799
C 0.269 -1.043 0.918
C 9.560 -0.205 -3.690
C -2.182 11.187 -1.025
C 0.314 1.500 2.380
C 1.189 6.628 -0.935
H 1.615 7.500 -1.443
H 1.362 3.972 -0.312
H 1.632 -5.051 1.387
H -10.662 -0.314 5.459
H 3.843 -7.134 0.069
N 1.680 -1.956 -1.070
C -5.776 -1.355 2.814
C -1.005 -1.481 1.650
H -10.766 2.182 5.370
H 0.188 -5.957 0.812
H -2.377 12.247 -1.125
H -0.207 4.157 -1.151
H -1.247 10.972 -2.955
H 0.165 1.222 -2.953
H 0.045 2.460 2.827
H 0.094 2.360 0.451
O -1.106 -1.628 4.096
H -0.392 -6.715 3.400
H 0.994 -0.766 1.691
H 9.731 1.151 -5.355
C 1.950 6.443 0.387
H -2.558 8.583 1.085
C 0.990 0.530 -1.067
H 0.132 6.835 -0.767
C 3.234 -6.320 -0.330
C 7.706 0.276 -2.279
O 2.178 -6.406 -2.524
H -0.746 -0.526 -2.982
H 2.748 5.700 0.266
H -0.320 -1.457 4.615
H 1.525 -2.766 -1.680
H 10.429 -0.795 -3.951
H -0.965 -1.435 -1.493
C 2.245 0.992 -0.339
C 0.066 -3.530 -0.053
H 4.524 -0.795 0.685
C -9.189 1.490 2.470
P 3.471 -2.060 -0.692
H 2.243 2.727 -2.269
C -0.014 0.224 0.083
B 3.117 0.108 -3.808
C -2.282 9.147 0.201
C 4.424 1.745 -0.931
H -0.678 -3.389 -0.837
H -9.785 3.339 3.383
C -3.505 -7.150 1.265
C -3.075 -8.228 2.023
N 3.867 -1.565 0.715
H 4.698 1.737 0.128
H -3.893 -3.809 4.166
H -0.116 0.723 3.015
O 1.910 -6.596 0.070
H 9.070 -1.342 -1.924
*
```

Output
* frontier orbital gap: 8.77 eV
* maximum force: 0.81 eV Å⁻¹